DFT (ωB97M-V/def2-TZVPD) results for 2 unconnected molecules or ions with the total composition C4H13FN3O2 in a non-equilibrium geometry.

Last columns: bonded neighbours and bond lengths (Å).
Atoms and positions in Å:
1 C 1.89 1.48 -0.29  N7 1.422, H11 1.053, H12 1.162, H13 1.100
2 C -2.27 1.77 1.13  O9 1.517, H14 1.124, H15 1.093, H16 1.101
3 C -1.95 -1.09 -0.14  N6 1.439, O8 1.418, H17 1.078, H18 1.262
4 C -0.19 0.52 0.37  N6 1.415, N7 1.277, O9 1.292
5 N 2.69 -1.63 -0.52  H19 1.049, H20 0.996, H21 0.963
6 N -0.78 -0.73 0.63  C3 1.439, C4 1.415, F10 1.441
7 N 1.07 0.42 0.17  C1 1.422, C4 1.277, H22 1.113
8 O -1.71 -0.73 -1.49  C3 1.418, H23 0.993
9 O -0.94 1.58 0.43  C2 1.517, C4 1.292
10 F 0.17 -1.80 0.83  N6 1.441
11 H 1.58 2.42 0.05  C1 1.053
12 H 2.91 1.38 0.26  C1 1.162
13 H 1.92 1.52 -1.39  C1 1.100
14 H -2.27 1.16 2.07  C2 1.124
15 H -3.08 1.52 0.44  C2 1.093
16 H -2.19 2.86 1.21  C2 1.101
17 H -2.81 -0.64 0.33  C3 1.078
18 H -2.20 -2.28 0.21  C3 1.262
19 H 3.49 -1.35 -1.14  N5 1.049
20 H 1.92 -2.04 -1.00  N5 0.996
21 H 3.07 -2.31 0.06  N5 0.963
22 H 1.59 -0.51 -0.15  N7 1.113
23 H -1.91 -1.50 -2.08  O8 0.993

As for the calculated total energy: -15631.61165 eV. As for the charge: +1. The frontier orbital gap is 11.53 eV.

Table of natural (NBO) atomic charges, one value per atom, all in e:
1 C -0.442
2 C -0.245
3 C 0.031
4 C 0.801
5 N -1.054
6 N -0.081
7 N -0.554
8 O -0.725
9 O -0.470
10 F -0.221
11 H 0.227
12 H 0.234
13 H 0.225
14 H 0.226
15 H 0.215
16 H 0.240
17 H 0.207
18 H 0.237
19 H 0.400
20 H 0.382
21 H 0.391
22 H 0.467
23 H 0.507